1.
ORCA calculation (ωB97M-V/def2-TZVPD) on a structure of composition C45H49As2CaN7OS at a distorted geometry.

As for the energy relative to the best compared isomer or geometry (same formula, charge and spin): 1.358 eV. The total energy comes out at -7749.67152 Eh. Its HOMO-LUMO gap is 6.81 eV. The charge is +2. As for the spin multiplicity: 1.

Geometry as XYZ:
```
106
Properties=species:S:1:pos:R:3:mulliken_charge:R:1
Ca 0.02 -0.01 0.24 2.442
C -0.50 -2.74 5.38 -0.594
C 0.23 -3.64 4.61 -0.697
C 0.79 -3.24 3.42 -0.478
C 0.61 -1.92 2.96 -0.302
C -0.11 -1.02 3.75 0.388
C -0.65 -1.43 4.95 -0.597
N 1.09 -1.48 1.75 0.604
N 2.01 -2.18 1.23 -0.941
C 2.48 -1.87 -0.02 -0.284
C 3.73 -2.40 -0.37 -0.584
C 4.22 -2.19 -1.64 -0.453
C 3.43 -1.48 -2.55 -1.116
C 2.20 -0.99 -2.12 -0.390
N 1.74 -1.16 -0.89 -0.061
H -0.94 -3.07 6.30 0.471
H 0.36 -4.66 4.95 0.439
H 1.35 -3.93 2.80 0.508
H -0.20 0.02 3.44 0.196
H -1.20 -0.72 5.56 0.444
H 4.28 -2.96 0.37 0.550
H 5.18 -2.57 -1.93 0.453
H 3.75 -1.32 -3.56 0.493
H 1.56 -0.45 -2.80 0.493
C -1.16 2.60 2.10 -1.016
C 0.25 3.17 2.17 -1.415
As 1.55 2.10 1.12 1.094
C 3.23 2.64 1.97 0.523
C 3.36 2.54 3.36 -0.421
C 4.53 2.96 3.98 -0.790
C 5.58 3.44 3.22 -0.516
C 5.49 3.48 1.84 -0.761
C 4.32 3.07 1.21 -0.487
C 1.66 3.27 -0.44 0.770
C 2.04 4.61 -0.32 -0.510
C 2.17 5.41 -1.44 -1.024
C 1.93 4.88 -2.70 -0.787
C 1.54 3.55 -2.84 -0.226
C 1.41 2.75 -1.71 -0.362
As -1.71 2.29 0.22 1.640
C -3.59 1.77 0.46 0.090
C -4.27 1.74 1.67 0.337
C -5.62 1.44 1.71 -0.885
C -6.31 1.17 0.54 -0.782
C -5.64 1.18 -0.67 -0.808
C -4.29 1.47 -0.71 -0.774
C -2.08 4.19 -0.13 0.818
C -3.01 4.85 0.68 -0.776
C -3.22 6.21 0.55 -0.829
C -2.51 6.93 -0.39 -0.686
C -1.60 6.29 -1.21 -0.891
C -1.39 4.93 -1.08 0.187
H -1.86 3.30 2.57 0.960
H -1.24 1.64 2.63 0.166
H 0.59 3.23 3.22 0.775
H 0.25 4.19 1.76 0.537
H 2.54 2.15 3.95 0.305
H 4.62 2.91 5.05 0.425
H 6.48 3.79 3.70 0.414
H 6.32 3.83 1.24 0.425
H 4.24 3.09 0.13 0.481
H 2.25 5.02 0.66 0.579
H 2.47 6.44 -1.34 0.484
H 2.04 5.50 -3.58 0.438
H 1.34 3.15 -3.82 0.586
H 1.09 1.71 -1.81 -0.438
H -3.75 1.95 2.60 0.308
H -6.14 1.42 2.65 0.538
H -7.37 0.96 0.58 0.444
H -6.19 0.96 -1.58 0.477
H -3.75 1.48 -1.65 0.211
H -3.58 4.28 1.41 0.256
H -3.94 6.69 1.20 0.462
H -2.68 7.99 -0.48 0.409
H -1.06 6.86 -1.95 0.488
H -0.67 4.44 -1.73 0.356
C -2.20 0.89 -5.66 -1.084
N -1.69 1.02 -4.31 0.314
C -1.78 2.34 -3.74 -0.734
C -1.28 -0.02 -3.59 1.214
C -1.29 -1.38 -4.26 -2.163
O -0.93 0.10 -2.40 0.262
H -2.18 1.86 -6.14 0.378
H -3.23 0.53 -5.65 0.355
H -1.59 0.20 -6.25 0.349
H -1.22 3.05 -4.35 0.606
H -1.37 2.34 -2.72 -0.544
H -2.82 2.66 -3.70 0.498
H -0.71 -1.39 -5.17 0.497
H -2.31 -1.65 -4.52 0.451
H -0.88 -2.12 -3.58 0.444
C -4.26 -3.07 4.00 -1.314
C -4.26 -1.62 3.52 -0.615
C -3.53 -1.49 2.24 0.412
N -2.47 -0.80 2.03 -0.267
N -1.96 -0.93 0.79 -0.100
C -2.64 -1.74 0.03 -0.199
N -2.28 -2.04 -1.22 -0.327
S -4.03 -2.42 0.83 -0.201
H -4.79 -3.15 4.94 0.409
H -3.24 -3.44 4.15 0.259
H -4.76 -3.71 3.27 0.458
H -3.78 -0.98 4.26 0.304
H -5.29 -1.29 3.38 0.332
H -1.68 -1.35 -1.66 -0.157
H -2.97 -2.49 -1.81 0.380
```

2.
ORCA calculation (ωB97M-V/def2-TZVPD) on a structure of composition C45H49BaCl3N7O4SSi at a distorted geometry.

As for the energy relative to the best compared isomer or geometry (same formula, charge and spin): 1.485 eV. The total energy comes out at -4522.52986 Eh. Its HOMO-LUMO gap is 5.20 eV. The charge is -1. As for the spin multiplicity: 1.

Geometry as XYZ:
```
111
Properties=species:S:1:pos:R:3:mulliken_charge:R:1
Ba -0.44 -0.46 -1.88 1.131
O -4.50 1.44 -2.19 -0.686
C -3.33 1.15 -2.31 -0.430
N -2.40 0.93 -1.31 0.237
C -2.59 1.49 -0.08 -0.695
O -3.14 2.54 0.21 -0.687
C -1.99 0.70 1.08 1.034
C -2.80 0.59 2.22 -0.670
C -2.31 -0.08 3.32 -0.675
C -1.01 -0.58 3.27 -0.693
C -0.29 -0.42 2.11 -0.658
N -0.75 0.20 1.01 0.523
C -2.79 0.89 -3.73 0.404
C -3.69 0.70 -4.77 -0.340
C -3.19 0.50 -6.04 -0.346
C -1.81 0.53 -6.25 -0.962
C -0.99 0.74 -5.16 0.202
N -1.46 0.89 -3.91 0.101
H -3.79 1.03 2.19 0.604
H -2.92 -0.21 4.21 0.540
H -0.57 -1.09 4.12 0.464
H 0.72 -0.81 2.04 0.517
H -4.74 0.70 -4.54 0.492
H -3.86 0.29 -6.86 0.388
H -1.38 0.38 -7.22 0.452
H 0.09 0.79 -5.26 0.057
C -2.96 4.93 5.49 -1.372
C -1.57 4.36 5.58 0.383
C -0.57 4.98 6.33 -0.692
C 0.71 4.47 6.40 -0.692
C 1.05 3.30 5.72 0.177
N 2.37 2.83 5.84 -0.046
C 3.06 1.90 5.07 0.239
O 4.02 1.29 5.52 -0.686
N 2.59 1.79 3.80 -0.131
C 2.96 0.86 2.81 0.711
C 3.76 -0.25 3.01 -0.628
C 3.94 -1.12 1.94 -0.753
C 3.31 -0.86 0.73 0.105
N 2.54 0.21 0.55 -0.032
C 2.40 1.06 1.56 -0.745
C 0.05 2.65 4.99 -0.785
C -1.22 3.19 4.92 -0.286
H -3.04 5.85 6.06 0.352
H -3.70 4.22 5.87 0.317
H -3.23 5.15 4.45 0.327
H -0.81 5.89 6.87 0.291
H 1.47 4.98 6.98 0.370
H 2.87 3.07 6.68 0.285
H 1.93 2.49 3.50 0.371
H 4.23 -0.43 3.97 0.502
H 4.56 -2.00 2.05 0.445
H 3.40 -1.53 -0.11 0.028
H 1.76 1.92 1.38 0.338
H 0.25 1.71 4.50 1.120
H -1.97 2.66 4.33 0.461
C -4.44 -5.25 5.46 -1.518
C -3.58 -4.73 4.33 1.044
C -4.16 -4.22 3.18 -0.713
C -3.38 -3.74 2.13 -0.558
C -2.00 -3.79 2.25 -0.041
C -1.40 -4.27 3.40 -0.655
C -2.19 -4.75 4.44 -0.692
S -1.02 -3.17 0.90 1.102
C -0.73 -4.74 0.12 -1.123
O -1.98 -2.40 0.02 -0.453
H -5.47 -5.38 5.14 0.357
H -4.44 -4.56 6.31 0.298
H -4.07 -6.21 5.83 0.370
H -5.24 -4.18 3.09 0.331
H -3.82 -3.33 1.23 0.466
H -0.32 -4.28 3.49 0.462
H -1.73 -5.13 5.34 0.372
H -1.69 -5.14 -0.21 0.364
H -0.25 -5.40 0.84 0.419
H -0.09 -4.58 -0.75 0.336
Cl -1.94 -2.86 -5.41 -0.387
Si -1.92 -2.82 -3.24 0.367
Cl -3.95 -2.21 -2.85 -0.370
Cl -2.11 -4.98 -2.97 -0.410
C 4.15 3.03 -6.53 -1.611
C 3.28 2.61 -5.37 0.696
C 2.57 3.58 -4.66 -0.993
C 1.80 3.17 -3.56 0.291
C 0.99 4.16 -2.76 -1.507
C 1.79 1.84 -3.23 0.799
C 2.43 0.78 -3.95 -0.615
C 3.21 1.26 -5.05 -0.671
N 2.15 -0.46 -3.50 1.099
C 2.73 -1.71 -3.97 1.345
C 1.66 -2.51 -4.73 -0.953
C 4.00 -1.68 -4.84 -2.359
C 3.10 -2.51 -2.71 -1.447
H 4.11 4.11 -6.69 0.358
H 3.84 2.55 -7.46 0.312
H 5.19 2.76 -6.36 0.312
H 2.62 4.62 -4.94 0.208
H 1.15 5.18 -3.12 0.359
H 1.27 4.13 -1.70 0.253
H -0.07 3.93 -2.82 0.240
H 1.26 1.52 -2.34 0.247
H 3.75 0.58 -5.68 0.296
H 1.27 -1.91 -5.56 0.336
H 0.82 -2.75 -4.07 -0.272
H 2.05 -3.45 -5.13 0.407
H 3.78 -1.36 -5.86 0.448
H 4.41 -2.69 -4.91 0.495
H 4.76 -1.02 -4.42 0.458
H 2.24 -2.57 -2.04 0.024
H 3.92 -2.00 -2.18 0.377
H 3.42 -3.53 -2.95 0.418
```

Which value of total energy does entry 1 give? -7749.67152 Eh

The lowest energy relative to the best compared isomer or geometry (same formula, charge and spin) belongs to which entry? C45H49As2CaN7OS